i.
The following is a quantum chemistry calculation of the molecule C4H10N2S, from the OMol25 dataset.

XYZ file:
```
17
C4H10N2S | the OMol25 dataset | ωB97M-V with the def2-TZVPD basis set
C -0.236 -0.294 -1.751
C -0.497 0.195 -0.291
N -1.838 -0.267 0.240
N -1.925 -0.165 1.632
S -0.420 -0.587 2.425
C 0.620 -0.299 0.447
C 1.842 0.620 0.568
H -0.611 -1.305 -1.997
H 0.877 -0.220 -1.913
H -0.658 0.402 -2.472
H -0.454 1.263 -0.467
H -2.060 -1.250 -0.061
H -2.164 0.792 1.841
H 0.920 -1.370 0.251
H 1.598 1.560 0.876
H 2.265 0.753 -0.429
H 2.743 0.172 1.100
```

## Properties
HOMO = -0.2997 Ha
SMILES string = C[C@H]1NNS[C@@H]1C
HOMO-LUMO gap = 0.3277 Eh

natural (NBO) atomic charge list, values in e, 6 entries: -0.59 -0.17 -0.45 -0.57 0.15 -0.13

ii.
The following is a quantum chemistry calculation of the molecule C4H10N2S, from the OMol25 dataset.

XYZ file:
```
17
C4H10N2S | the OMol25 dataset | ωB97M-V with the def2-TZVPD basis set
C -0.295 2.069 1.466
N 0.963 1.485 0.734
N 0.386 1.321 -0.531
C 0.496 0.188 -1.231
C 0.783 -1.139 -0.751
C -0.578 -2.059 -0.747
S -2.161 -1.390 0.066
H -0.678 3.017 0.954
H -0.864 1.283 1.727
H 0.136 2.348 2.475
H 1.512 2.410 0.546
H 0.087 0.168 -2.302
H 1.185 -1.378 0.293
H 1.512 -1.835 -1.533
H -0.761 -2.391 -1.918
H -0.329 -3.041 -0.445
H -1.394 -1.057 1.196
```

## Properties
HOMO = -0.3154 Ha
SMILES string = CN/N=C\CCS
HOMO-LUMO gap = 0.3450 Eh

natural (NBO) atomic charge list, values in e, 6 entries: -0.42 -0.48 -0.29 0.08 -0.49 -0.49

Energetically preferred structure: i | next structure: +38.6 kcal/mol